Record 1
DFT (the ωB97M-V functional and the def2-TZVPD basis) results for a 2-piece molecular cluster, C4H11NO2 overall.

Output
* SMILES string: CC(C)C(N)=O.O
* relative energy (zero: lowest compared OMol25 entry of this formula, charge and spin): 14.9 kcal/mol
* frontier orbital gap: 10.5 eV
* charge: 0
* energy: -9911.59780 eV

Each line ends with the Löwdin charge.
Atoms and positions in Å:
1 C -0.130596 -0.862732 -0.752394  -0.529
2 O 0.339361 -1.947123 -0.423876  0.058
3 H 3.805404 -0.575526 1.213189  0.050
4 H 0.826400 1.638436 -0.581426  0.075
5 H -0.118978 2.243774 0.749212  0.078
6 C -1.833628 -0.083244 0.840457  -0.036
7 C -0.174168 1.624220 -0.139360  -0.056
8 H -0.833138 1.987897 -0.925371  0.075
9 N -0.488691 -0.643840 -2.092683  0.145
10 H -0.295977 -1.472034 -2.649784  0.098
11 H 0.146140 0.062980 -2.439925  0.089
12 C -0.409365 0.138499 0.259356  -0.364
13 H -2.631430 0.107923 0.131554  0.082
14 H -1.906715 0.470682 1.771887  0.078
15 O 2.853246 -0.403822 1.286896  -0.046
16 H -1.842401 -1.145380 1.104619  0.081
17 H 2.344308 -1.109123 1.629517  0.007
18 H 0.350228 -0.031581 1.018124  0.115

Force components x, y, z for each atom (eV/Å):
0.722 -2.791 -0.966
-0.503 0.542 -0.039
-0.817 -0.512 0.310
0.132 0.299 0.059
-0.391 0.181 -0.041
1.359 -1.036 0.191
0.826 -1.237 -0.739
-0.385 0.134 0.332
0.459 0.354 -0.025
-0.043 -0.117 0.338
-0.399 0.649 -0.296
-0.677 2.678 0.991
-0.018 0.292 -0.020
-0.349 0.265 -0.111
0.949 2.010 -0.804
-0.440 0.059 0.087
-0.158 -1.507 0.427
-0.268 -0.262 0.306

=====

Record 2
DFT (the ωB97M-V functional and the def2-TZVPD basis) results for a 2-piece molecular cluster, C4H11NO2 overall.

Output
* SMILES string: CC(=O)O.CCN
* relative energy (zero: lowest compared OMol25 entry of this formula, charge and spin): 20.2 kcal/mol
* frontier orbital gap: 9.8 eV
* charge: 0
* energy: -9911.36433 eV

Each line ends with the Löwdin charge.
Atoms and positions in Å:
1 N 0.669434 -1.448073 0.985927  -0.028
2 H -1.653492 -2.817947 1.060387  0.062
3 H -1.960444 -1.044937 1.413655  0.066
4 O 0.834449 1.643599 -0.143714  0.073
5 H -0.017529 -1.152913 2.900650  0.090
6 C -0.101686 -1.960734 2.158662  -0.303
7 H 0.117236 3.158309 -2.326548  0.097
8 H 1.124359 -2.183351 0.455386  0.059
9 C 0.678629 2.232942 -2.396483  0.008
10 C -1.610100 -2.007158 1.780323  -0.112
11 C 0.239140 1.302916 -1.325252  -0.551
12 H 0.180579 -0.946393 0.251220  0.017
13 H -2.147614 -2.363125 2.677110  0.068
14 O -0.705321 0.556680 -1.285891  0.084
15 H 0.507751 1.066403 0.558228  0.092
16 H 1.740016 2.481852 -2.337141  0.088
17 H 0.253990 -2.936940 2.490318  0.102
18 H 0.642411 1.809932 -3.396497  0.088

Force components x, y, z for each atom (eV/Å):
0.988 -0.678 -0.100
-0.611 0.206 -0.514
-0.101 -0.181 -0.043
0.745 0.092 -0.733
0.343 -0.771 0.389
-1.187 2.241 -1.584
-0.215 -0.012 -0.030
0.106 -0.122 0.392
1.273 -0.289 -1.127
1.191 -1.406 1.211
-0.969 1.081 2.327
-0.832 -0.116 0.544
-0.213 0.460 -0.403
0.300 -0.591 -1.050
-0.066 -0.193 0.021
-0.096 0.092 0.656
0.152 0.333 0.050
-0.808 -0.144 -0.006

=====

Record 3
DFT (the ωB97M-V functional and the def2-TZVPD basis) results for one molecule with the formula C4H11NO2.

Output
* SMILES string: C[C@H](CO)NCO
* relative energy (zero: lowest compared OMol25 entry of this formula, charge and spin): 41.2 kcal/mol
* frontier orbital gap: 10.0 eV
* charge: 0
* energy: -9910.45705 eV

Each line ends with the Löwdin charge.
Atoms and positions in Å:
1 O -0.264319 -1.544981 -2.093479  -0.084
2 H -2.128879 -0.251543 1.016227  0.080
3 H 1.572860 -1.535928 -1.005630  0.122
4 C -0.117358 0.046262 0.385166  -0.356
5 H 0.344482 1.961172 1.127039  0.118
6 H -1.750251 -0.019475 -0.851370  0.065
7 N 0.659389 0.314920 -0.856011  -0.024
8 H 1.565727 0.764478 1.561131  0.115
9 H 0.380361 0.489795 3.413408  0.078
10 O -0.150945 0.912705 2.745014  -0.053
11 H 0.055396 -1.010160 0.597154  0.135
12 H 0.373146 1.140760 -1.354738  0.123
13 H 0.166627 -2.308900 -2.498494  0.071
14 C 0.492504 0.935202 1.494171  -0.243
15 H 1.484819 -0.640530 -2.499220  0.116
16 H -1.973685 1.321846 0.205499  0.077
17 C 0.930721 -0.854515 -1.580850  -0.301
18 C -1.640595 0.278893 0.194986  -0.039

Force components x, y, z for each atom (eV/Å):
0.999 -0.070 0.689
-0.501 -0.146 -0.689
-0.500 -0.024 0.240
0.176 1.129 0.127
0.281 -0.047 -0.046
-1.019 -0.735 0.486
-0.192 -0.569 1.395
0.084 -0.131 0.087
0.274 -0.262 0.066
-0.623 -0.194 0.103
-0.148 -0.011 0.143
-0.170 -0.174 -0.295
-0.673 -0.204 -0.176
-0.155 0.592 -0.895
0.292 0.483 0.206
0.469 0.099 0.362
0.092 0.207 -1.586
1.312 0.060 -0.216

=====

Number 1: F_max 3.040 eV Å⁻¹. Number 2: F_max 2.990 eV Å⁻¹. Number 3: F_max 1.602 eV Å⁻¹.